9
Properties=species:S:1:pos:R:3:forces:R:3 method="wB97M-V/def2-TZVPD" smiles="F/C=C(/F)CCl" homo_ev=-9.880 multiplicity=1 gap_ev=10.55 energy_ev=-21115.2497 relative_energy_ev=1.306
F -0.040 0.236 -2.245 0.94 -1.20 0.85
C 0.393 -0.633 -1.272 -0.57 1.00 2.20
C 0.162 -0.361 0.041 2.05 -5.77 -4.28
F 0.457 -1.432 0.875 0.17 0.70 -0.61
C -0.427 0.650 0.697 -4.89 4.95 3.20
Cl 0.671 1.208 1.977 0.43 0.65 0.44
H 0.949 -1.566 -1.439 -0.49 0.62 -1.02
H -1.390 0.376 1.286 1.57 -0.05 -1.08
H -0.774 1.522 0.079 0.80 -0.91 0.31